No. 1
Here is the ion C8H19N2 with charge +1 at a distorted geometry from the Open Molecules 2025 dataset. Energies are from ωB97M-V with the def2-TZVPD basis set.

Positions of all 29 atoms, in Å:
C 2.01273 -0.17375 1.52633
N 1.30886 -0.29754 0.22314
C 2.16649 -0.87290 -0.77517
C 0.28686 0.59875 -0.05045
N -1.14835 -0.28264 -0.09787
C -1.00976 -1.32811 0.90041
C -1.33122 -0.91414 -1.44993
C -2.30229 0.60803 0.14591
C 0.35263 1.77367 -0.95542
C 0.22288 2.00796 0.46328
H 2.78602 0.65860 1.46481
H 1.24781 0.20774 2.34693
H 2.30011 -1.26309 1.80266
H 3.13111 -0.81086 -0.36100
H 1.79586 -1.94624 -1.04377
H 1.92278 -0.43162 -1.78442
H -1.92313 -1.82644 1.03604
H -0.24788 -2.09461 0.61353
H -0.83699 -0.82214 1.90740
H -1.76752 -1.86658 -1.26015
H -2.07749 -0.23646 -2.06338
H -0.36870 -0.94857 -1.94726
H -2.24398 1.51745 -0.41561
H -3.23941 0.01458 -0.13625
H -2.22693 0.99261 1.23782
H -0.34666 1.95886 -1.66009
H 1.35340 1.92106 -1.31623
H 1.00505 2.32676 1.04538
H -0.76241 2.44087 0.78837

Calculated values
SMILES = CN(C)C1([N+](C)(C)C)CC1
2S+1 = 1
electronic energy = -425.3687 Eh
maximum force = 4.5 eV Å⁻¹
net charge = +1
energy above the lowest of the compared OMol25 structures with the same formula, charge and spin = 3.172 eV

No. 2
Here is a structure of composition C8H19N2NbO4PS at a distorted geometry from the Open Molecules 2025 dataset. Energies are from ωB97M-V with the def2-TZVPD basis set.

Positions of all 36 atoms, in Å:
C 0.17445 -3.14823 2.00072
C -0.37735 -3.25485 0.59797
N -1.23747 -2.08190 0.28243
Nb -0.38221 -0.24120 -0.20785
C -0.53730 0.61664 1.87255
C -1.34759 -0.11215 2.87901
O -2.47431 -0.50801 2.76276
O -0.66811 -0.34173 4.09704
P -0.49354 -1.10665 -2.70837
S -0.43518 0.35651 -4.07362
N 0.65633 1.47392 -0.90976
C 0.15056 2.70477 -0.46350
C -1.12579 3.15968 -1.11419
O 0.71742 3.40910 0.35928
C 2.09128 1.44418 -0.88821
C 2.69886 1.79403 -2.21174
O 2.76370 1.19682 0.08751
H 0.61221 -4.09198 2.30227
H 0.92574 -2.37112 2.05321
H -0.61923 -2.91251 2.69832
H -0.98533 -4.15254 0.52450
H 0.45011 -3.34135 -0.09687
H -1.78374 -2.36752 -0.52319
H 1.24494 -1.06781 -0.05176
H -1.98895 0.51453 -0.68458
H 0.49647 0.64472 2.21561
H -0.88199 1.64702 1.89502
H -0.64206 0.50308 4.54268
H 0.49203 -2.07902 -2.98938
H -1.71253 -1.79768 -2.89555
H -1.86994 3.26758 -0.33717
H -1.47464 2.42226 -1.82095
H -0.95116 4.10703 -1.59894
H 2.04988 1.49106 -3.02209
H 3.67655 1.34892 -2.31026
H 2.78790 2.87441 -2.26290

Calculated values
2S+1 = 1
electronic energy = -1523.1793 Eh
maximum force = 3.1 eV Å⁻¹
net charge = -1

No. 3
Here is a structure of composition C8H19N3 at a distorted geometry from the Open Molecules 2025 dataset. Energies are from ωB97M-V with the def2-TZVPD basis set.

Positions of all 30 atoms, in Å:
C -1.18174 1.23805 0.55079
C 0.01487 2.78388 1.63846
C -1.30447 2.45001 2.39027
C 0.81670 -0.42521 0.66871
C -0.79564 -2.13958 0.03616
C 1.97212 -0.71223 -1.96349
C 0.22267 -2.29012 -2.48106
C 0.08515 -1.14647 -0.48148
N -0.10214 2.08162 0.37126
N -1.78262 1.45098 1.58960
N 0.73098 -1.31171 -1.63247
H 0.01328 3.83041 1.24042
H 0.94065 2.67071 2.21923
H -1.12741 2.24190 3.48048
H -2.00725 3.32955 2.60288
H 1.24183 0.56245 0.62047
H 1.80092 -1.01393 0.74062
H 0.26389 -0.69255 1.51877
H -0.54092 -3.09173 -0.32993
H -0.94259 -2.23782 1.04328
H -1.84338 -1.88765 -0.37532
H 2.76253 -1.10024 -1.29650
H 2.13933 -0.78134 -3.06032
H 1.83999 0.25105 -1.59644
H 0.72360 -2.24265 -3.46429
H 0.52906 -3.35434 -2.17887
H -0.81441 -2.26916 -2.69371
H 0.47694 2.10761 -0.42851
H -2.42326 0.68657 1.97725
H -1.70868 1.01194 -0.70626

Calculated values
2S+1 = 1
electronic energy = -479.7145 Eh
maximum force = 12.2 eV Å⁻¹
net charge = +2
energy above the lowest of the compared OMol25 structures with the same formula, charge and spin = 3.023 eV

No. 4
Here is an isolated molecule of C8H19NO at a distorted geometry from the Open Molecules 2025 dataset. Energies are from ωB97M-V with the def2-TZVPD basis set.

Positions of all 29 atoms, in Å:
C -1.33071 0.39362 0.33013
C -1.78988 -0.77290 1.19099
C -2.48319 0.96435 -0.47727
C -0.46587 1.36128 1.01652
C -0.00254 0.50362 -2.02659
N -0.31154 -0.40421 -0.90620
H -0.88346 -1.16946 -1.25408
H -2.56951 -0.41885 1.86836
H -0.98152 -1.16535 1.80508
H -2.21034 -1.58875 0.59610
H -2.92920 0.22259 -1.14772
H -3.25787 1.29589 0.21665
H -2.18281 1.83356 -1.06049
H 0.70262 0.95498 0.75796
H -0.57818 2.38610 0.66856
H -0.53708 1.30995 2.10135
H 0.71704 0.03383 -2.69466
H 0.41522 1.42609 -1.63145
H -0.89885 0.72554 -2.60247
C 2.79704 -0.40232 1.35415
C 1.00439 -1.07194 -0.29340
C 1.91724 -0.04412 0.17526
O 1.42426 -2.01249 -1.31479
H 2.27992 -1.69747 -1.62704
H 0.62900 -1.68590 0.52414
H 2.44161 0.47445 -0.63037
H 3.55936 -1.17025 1.15436
H 3.32968 0.48335 1.71153
H 2.19515 -0.76517 2.19543

Calculated values
2S+1 = 1
electronic energy = -446.0704 Eh
maximum force = 1.3 eV Å⁻¹
energy above the lowest of the compared OMol25 structures with the same formula, charge and spin = 4.418 eV

No. 5
Here is a cluster of 2 separate species, C8H19NOP in total from the Open Molecules 2025 dataset. Energies are from ωB97M-V with the def2-TZVPD basis set.

Positions of all 30 atoms, in Å:
C 0.86566 -2.55314 -1.00053
C -0.16167 -2.13216 0.05420
P -0.58929 -0.36648 0.39748
C -1.53534 0.12978 -1.10514
C 0.98289 0.61463 0.13636
C 2.12751 0.14398 1.06601
C 3.30166 0.04800 0.17564
N 3.03469 0.37601 -1.03004
C 1.61737 0.72168 -1.26915
H 1.69980 -1.85224 -1.09250
H 1.29984 -3.52091 -0.74960
H 0.41458 -2.64688 -1.98915
H 0.08033 -2.57273 1.02436
H -1.13986 -2.55390 -0.19893
H -0.94036 0.30303 -2.00317
H -2.10194 1.03731 -0.89160
H -2.25627 -0.65753 -1.32959
H 0.68712 1.61670 0.45174
H 2.37362 0.86043 1.85800
H 1.96817 -0.81199 1.57622
H 4.30364 -0.25888 0.45612
H 3.72832 0.37392 -1.77065
H 1.56938 1.72738 -1.68504
H 1.21732 0.02263 -2.00331
C -4.11822 2.12218 1.78612
O -2.83523 2.09030 2.39494
H -4.73584 2.78476 2.38766
H -4.08227 2.52080 0.76758
H -4.58813 1.13520 1.76893
H -2.27457 1.48780 1.89753

Calculated values
2S+1 = 1
electronic energy = -787.2888 Eh
maximum force = 0.2 eV Å⁻¹
net charge = +1
energy above the lowest of the compared OMol25 structures with the same formula, charge and spin = 1.407 eV

No. 6
Here is an isolated molecule of C8H19PS at a distorted geometry from the Open Molecules 2025 dataset. Energies are from ωB97M-V with the def2-TZVPD basis set.

Positions of all 29 atoms, in Å:
C -3.57804 -0.42100 0.94472
C -2.90077 0.23009 -1.51925
C 3.47379 -1.12203 0.94988
C 2.60009 -0.72015 -1.19999
C -1.45823 1.02466 0.49023
C 1.09242 -0.14200 0.69501
C -2.33660 -0.06276 -0.04947
C 2.48442 -0.28383 0.18849
P 0.17389 1.01450 -0.41826
S 1.05748 2.82677 0.13396
H -3.37940 -1.29660 1.63128
H -3.87329 0.52057 1.38704
H -4.44038 -0.72003 0.23156
H -3.66520 1.01195 -1.43763
H -3.48923 -0.73817 -1.75390
H -2.18669 0.40255 -2.23601
H 3.28791 -2.27200 1.03380
H 4.40427 -1.15261 0.41296
H 3.53661 -0.81372 1.93569
H 1.82718 -1.47961 -1.41152
H 3.56918 -1.09889 -1.39661
H 2.57627 0.00593 -2.02473
H -1.89613 1.99930 0.18636
H -1.29726 0.89677 1.54514
H 0.53336 -1.09005 0.85653
H 1.16517 0.37595 1.72489
H -1.79724 -1.00546 -0.18945
H 2.90821 0.66362 0.22085
H 1.60822 3.44623 -0.93158

Calculated values
2S+1 = 3
<S²> = 2.0057
electronic energy = -1055.5318 Eh
maximum force = 5.2 eV Å⁻¹
energy above the lowest of the compared OMol25 structures with the same formula, charge and spin = 3.545 eV

No. 7
Here is an isolated molecule of C8H19PS2 at a distorted geometry from the Open Molecules 2025 dataset. Energies are from ωB97M-V with the def2-TZVPD basis set.

Positions of all 30 atoms, in Å:
C 1.96325 0.73014 -1.52917
C 0.46540 0.90662 -1.55029
C -0.18791 0.63572 -2.99546
C -0.12498 2.25600 -0.93334
P -0.34011 -0.85059 -0.40352
S 0.32377 -2.42600 -1.31168
S -2.42945 -0.60022 -0.59464
C -0.24710 -0.72183 1.49026
C -1.22972 0.30961 2.01041
C -0.60802 -2.12362 2.10929
C 1.15358 -0.43929 2.03707
H 2.56094 0.96231 -0.59921
H 2.05215 -0.28872 -1.74750
H 2.42572 1.31098 -2.25954
H -0.65221 1.53447 -3.24506
H -0.98484 -0.02373 -2.87864
H 0.48636 0.25479 -3.80815
H -1.07159 2.08235 -0.58728
H 0.57438 2.37849 -0.09955
H 0.00364 3.04718 -1.70133
H -2.26381 -1.75261 -1.14314
H -2.20841 -0.20846 1.94530
H -1.02711 0.43321 3.00111
H -1.19688 1.31156 1.42059
H 0.11964 -2.92593 1.74513
H -1.63386 -2.51741 2.01862
H -0.48409 -2.21657 3.24319
H 1.17507 0.44961 2.73248
H 1.68196 -1.31774 2.48741
H 1.70426 -0.19032 1.14664

Calculated values
SMILES = CC(C)(C)P(=S)(S)C(C)(C)C
2S+1 = 1
electronic energy = -1453.8918 Eh
maximum force = 4.8 eV Å⁻¹
energy above the lowest of the compared OMol25 structures with the same formula, charge and spin = 2.146 eV